No. 1
Computed, not measured: C4H6MgO7 as an isolated structure in a non-equilibrium geometry, with the ωB97M-V functional and the def2-TZVPD basis.

Atoms and positions in Å:
O (2.665, -0.925, -2.952)
O (0.155, -1.202, 0.843)
O (-2.203, 0.784, 0.271)
H (0.917, 0.718, 1.049)
H (0.866, -1.932, -0.750)
H (-2.904, 1.053, 3.203)
O (-3.081, 1.115, 2.249)
O (1.707, 0.155, -1.294)
C (-0.917, 0.577, -0.362)
C (1.967, -0.929, -1.911)
C (-2.038, 0.928, 1.537)
H (0.790, -1.458, 1.524)
H (-0.615, 1.523, -0.817)
O (1.476, -2.082, -1.496)
H (-1.052, -0.212, -1.106)
O (-0.897, 0.635, 2.006)
Mg (3.136, 1.100, -2.757)
C (0.028, 0.150, 0.764)

Computed properties:
- <S²>: 0.75
- HOMO (spin up / spin down): -9.60 / -13.86 eV
- Electronic energy: -24016.370 eV
- Total charge: +1
- Spin multiplicity: 2

Here are the Mulliken charges for atoms 1 to 4, given in e: -0.831 -0.520 -0.295 0.361

=====

No. 2
Computed, not measured: C4H6N as an isolated structure in a non-equilibrium geometry, with the ωB97M-V functional and the def2-TZVPD basis.

Atoms and positions in Å:
H (0.515, -1.949, -0.084)
H (1.910, -0.965, 0.171)
H (-0.328, 2.494, -1.594)
C (-0.141, -0.502, 1.533)
H (0.530, -0.045, 2.389)
C (0.063, -0.091, 0.136)
C (-0.414, 0.694, -0.754)
H (-1.625, 1.357, -2.271)
N (0.949, -1.188, 0.217)
H (-0.596, -1.388, 1.848)
C (-0.864, 1.584, -1.591)

Computed properties:
- Energy above the lowest of the compared OMol25 structures with the same formula, charge and spin: 2.9179 eV
- HOMO: -15.27 eV
- Electronic energy: -5723.883 eV
- Total charge: +1

Here are the Mulliken charges for atoms 1 to 4, given in e: 0.257 0.276 0.264 -0.284

=====

No. 3
Computed, not measured: an isolated molecule of C4H6N2 in a non-equilibrium geometry, with the ωB97M-V functional and the def2-TZVPD basis.

Atoms and positions in Å:
H (-2.046, -0.185, 0.143)
H (1.874, 1.677, -0.393)
C (1.277, 0.764, -0.093)
C (-0.154, 0.915, 0.283)
C (-1.034, -0.138, -0.215)
N (1.061, -1.517, 0.190)
N (1.903, -0.373, -0.147)
C (-0.245, -1.402, 0.014)
H (-0.476, 1.968, 0.069)
H (-1.261, -0.118, -1.383)
H (-0.678, -2.399, 0.141)
H (-0.219, 0.807, 1.392)

Computed properties:
- Energy above the lowest of the compared OMol25 structures with the same formula, charge and spin: 2.4872 eV
- HOMO: -9.70 eV
- Electronic energy: -7223.104 eV
- SMILES: C1=NN=CCC1

Here are the Mulliken charges for atoms 1 to 4, given in e: 0.316 0.355 0.020 -0.454

=====

No. 4
Computed, not measured: an isolated molecule of C4H6N2, with the ωB97M-V functional and the def2-TZVPD basis.

Atoms and positions in Å:
H (-3.161, 0.657, -0.323)
H (2.594, -0.107, -0.671)
C (-2.064, 0.554, -0.288)
C (0.517, 0.061, 0.010)
N (2.012, 0.237, 0.091)
C (-1.743, -0.680, 0.081)
H (0.108, -1.888, 0.112)
N (-0.272, -0.958, 0.228)
H (-2.275, -1.593, 0.374)
H (2.464, 0.180, 1.005)
C (0.931, 1.267, -0.187)
H (0.943, 2.335, -0.268)

Computed properties:
- Energy above the lowest of the compared OMol25 structures with the same formula, charge and spin: 7.2378 eV
- HOMO: -6.29 eV
- Electronic energy: -7218.353 eV

Here are the Mulliken charges for atoms 1 to 4, given in e: 0.135 0.274 -1.002 0.189

=====

No. 5
Computed, not measured: a 2-piece molecular cluster, C4H6N2 overall, with the ωB97M-V functional and the def2-TZVPD basis.

Atoms and positions in Å:
H (-2.718, -0.609, -0.075)
N (-0.692, -0.939, 0.792)
C (-1.674, -0.320, -0.189)
H (2.261, -1.240, -1.901)
C (1.555, 0.527, -1.050)
H (-1.328, -0.210, -1.218)
H (1.961, -1.238, -0.054)
C (1.968, -0.714, -1.003)
C (-0.940, 0.284, 0.901)
N (1.239, 1.715, -1.025)
H (-0.646, 1.127, 1.515)
H (0.241, 1.883, -1.168)

Computed properties:
- Energy above the lowest of the compared OMol25 structures with the same formula, charge and spin: 3.9374 eV
- HOMO: -9.20 eV
- Electronic energy: -7221.654 eV
- SMILES: C1=NC1.C=C=N

Here are the Mulliken charges for atoms 1 to 4, given in e: 0.225 -0.354 -0.115 0.257

=====

No. 6
Computed, not measured: an isolated molecule of C4H6N2, with the ωB97M-V functional and the def2-TZVPD basis.

Atoms and positions in Å:
N (1.674, 1.122, 0.297)
H (0.548, -1.926, -0.363)
H (-0.196, 2.147, 0.360)
C (-1.665, -0.187, -0.118)
C (1.926, -0.207, 0.064)
H (-1.925, -1.138, 0.352)
N (-0.242, 0.042, -0.010)
H (-1.988, -0.203, -1.163)
H (-2.196, 0.610, 0.406)
C (0.760, -0.891, -0.136)
C (0.370, 1.230, 0.241)
H (2.934, -0.599, 0.070)

Computed properties:
- Energy above the lowest of the compared OMol25 structures with the same formula, charge and spin: 0.3295 eV
- HOMO: -8.78 eV
- Electronic energy: -7225.261 eV
- SMILES: Cn1ccnc1

Here are the Mulliken charges for atoms 1 to 4, given in e: -0.614 0.376 0.330 -0.849

=====

No. 7
Computed, not measured: an isolated molecule of C4H6N2 in a non-equilibrium geometry, with the ωB97M-V functional and the def2-TZVPD basis.

Atoms and positions in Å:
H (4.008, 0.214, 0.094)
H (-1.133, 1.643, -0.378)
N (-0.292, 1.214, 0.056)
C (1.894, -0.431, 0.030)
C (0.681, -0.938, 0.047)
C (-1.784, -0.620, 0.212)
N (-0.467, -0.200, 0.133)
H (0.634, -1.969, 0.056)
H (0.630, 1.231, -0.381)
H (-1.875, -1.718, 0.047)
H (-2.556, 0.062, -0.076)
C (3.003, 0.020, 0.122)

Computed properties:
- Energy above the lowest of the compared OMol25 structures with the same formula, charge and spin: 5.6668 eV
- HOMO (spin up / spin down): -6.87 / -6.91 eV
- Electronic energy: -7219.924 eV

Here are the Mulliken charges for atoms 1 to 4, given in e: 0.503 0.270 -0.579 -0.988

=====

No. 8
Computed, not measured: an isolated molecule of C4H6N2 in a non-equilibrium geometry, with the ωB97M-V functional and the def2-TZVPD basis.

Atoms and positions in Å:
C (0.931, -0.778, 0.081)
H (-2.265, 0.816, -0.155)
H (-0.758, 1.329, -0.937)
H (-0.978, 1.527, 0.832)
C (-0.678, -0.538, 0.173)
H (-1.012, -0.957, 1.143)
H (1.203, -1.520, -0.701)
H (1.201, -1.229, 1.038)
C (-1.179, 0.884, -0.032)
N (2.317, 1.386, -0.386)
N (-0.449, -1.371, -0.866)
C (1.666, 0.450, -0.189)

Computed properties:
- Energy above the lowest of the compared OMol25 structures with the same formula, charge and spin: 4.5758 eV
- HOMO: -9.01 eV
- Electronic energy: -7221.015 eV

Here are the Mulliken charges for atoms 1 to 4, given in e: -0.282 0.372 0.388 0.328

=====

No. 9
Computed, not measured: an isolated molecule of C4H6N2, with the ωB97M-V functional and the def2-TZVPD basis.

Atoms and positions in Å:
C (-1.724, -0.333, 0.034)
H (-1.861, -1.344, -0.364)
C (0.789, -0.808, -0.250)
H (0.810, -1.857, -0.516)
H (-2.142, -0.314, 1.047)
H (-2.318, 0.351, -0.584)
N (1.917, -0.067, -0.138)
C (-0.269, 0.031, 0.024)
H (2.869, -0.369, -0.278)
C (0.355, 1.276, 0.289)
H (-0.103, 2.225, 0.549)
N (1.676, 1.208, 0.188)

Computed properties:
- Energy above the lowest of the compared OMol25 structures with the same formula, charge and spin: 0.5637 eV
- HOMO: -9.06 eV
- Electronic energy: -7225.027 eV
- SMILES: Cc1cn[nH]c1

Here are the Mulliken charges for atoms 1 to 4, given in e: -1.063 0.304 -0.575 0.409

=====

No. 10
Computed, not measured: an isolated molecule of C4H6N2 in a non-equilibrium geometry, with the ωB97M-V functional and the def2-TZVPD basis.

Atoms and positions in Å:
C (0.504, 0.280, -0.528)
H (-0.276, 2.396, -0.236)
C (1.754, 0.323, 0.192)
H (-1.576, 1.203, -0.618)
C (-0.591, 1.305, -0.063)
H (-0.712, 1.331, 1.068)
N (-1.291, -1.281, 0.469)
H (0.598, -2.091, -0.419)
C (-0.118, -1.351, -0.018)
H (-1.668, -2.120, 0.935)
H (0.678, -0.054, -1.580)
N (2.697, 0.060, 0.797)

Computed properties:
- Energy above the lowest of the compared OMol25 structures with the same formula, charge and spin: 2.4885 eV
- HOMO: -9.81 eV
- Electronic energy: -7223.103 eV
- SMILES: [H]/N=C/[C@@H](C)C#N

Here are the Mulliken charges for atoms 1 to 4, given in e: 0.012 0.343 0.271 0.303

=====

No. 11
Computed, not measured: an isolated molecule of C4H6N2, with the ωB97M-V functional and the def2-TZVPD basis.

Atoms and positions in Å:
C (-0.987, -0.464, -0.975)
C (-0.278, 0.375, 0.017)
N (-0.175, -1.748, 0.810)
H (-1.169, 0.892, 0.404)
H (0.728, -0.346, 1.887)
C (-0.874, -1.722, -0.345)
C (0.760, 1.370, -0.444)
N (0.200, -0.539, 1.047)
H (1.596, 0.851, -0.899)
H (0.320, 2.030, -1.193)
H (-1.253, -2.667, -0.698)
H (1.131, 1.967, 0.389)

Computed properties:
- Energy above the lowest of the compared OMol25 structures with the same formula, charge and spin: 3.8782 eV
- HOMO: -8.46 eV
- Electronic energy: -7221.713 eV

Here are the Mulliken charges for atoms 1 to 4, given in e: -0.596 0.463 -0.548 0.215

=====

No. 12
Computed, not measured: an isolated molecule of C4H6N2 in a non-equilibrium geometry, with the ωB97M-V functional and the def2-TZVPD basis.

Atoms and positions in Å:
N (-2.163, 0.782, -1.160)
C (0.378, -0.390, 0.590)
H (-0.009, -1.778, -1.075)
H (-1.071, 0.771, 1.927)
H (0.602, -1.129, 1.355)
C (0.588, -0.895, -0.822)
H (1.033, 1.464, 0.021)
C (-1.538, 0.849, -0.188)
H (0.398, -0.136, -1.590)
C (-0.644, 0.653, 0.932)
N (0.781, 0.974, 0.876)
H (1.645, -1.165, -0.866)

Computed properties:
- Energy above the lowest of the compared OMol25 structures with the same formula, charge and spin: 1.7023 eV
- HOMO: -10.14 eV
- Electronic energy: -7223.889 eV
- SMILES: C[C@H]1N[C@H]1C#N

Here are the Mulliken charges for atoms 1 to 4, given in e: -0.462 0.228 0.324 0.370